[1]
{"formula": "C5H10O2", "method": "the ωB97M-V functional and the def2-TZVPD basis", "elements": ["C", "O", "C", "C", "C", "C", "O", "H", "H", "H", "H", "H", "H", "H", "H", "H", "H"], "positions_angstrom": [[-1.17813, 1.72836, 1.13556], [-0.95071, 0.53383, 0.42770], [-0.21697, 0.69674, -0.77789], [0.88367, -0.34203, -0.86823], [1.36273, -1.04579, 0.38642], [0.52996, -1.77784, -0.62325], [-0.79035, -2.14744, -0.37156], [-0.23484, 2.25780, 1.33824], [-1.64397, 1.45547, 2.08479], [-1.85261, 2.40031, 0.58732], [-0.91098, 0.59095, -1.62532], [0.21254, 1.70743, -0.82218], [1.62010, -0.12053, -1.63652], [2.41855, -1.28824, 0.48659], [0.85887, -0.76255, 1.30580], [1.02287, -2.53334, -1.22924], [-1.19508, -1.44628, 0.16314]], "atomic_forces_ev_per_a": [[-0.078, 0.177, 0.150], [-0.017, -0.030, -0.015], [0.087, 0.062, -0.127], [-0.017, 0.074, -0.119], [0.065, 0.020, 0.125], [0.287, -0.059, -0.192], [-0.112, 0.100, 0.196], [-0.154, -0.101, -0.032], [0.041, 0.067, -0.109], [0.084, -0.061, 0.057], [0.134, 0.023, 0.098], [-0.029, -0.160, 0.042], [-0.086, -0.074, 0.060], [-0.229, 0.041, -0.050], [0.105, -0.064, -0.103], [-0.098, 0.124, 0.102], [0.016, -0.138, -0.083]], "smiles": "COC[C@H]1C[C@H]1O", "homo_lumo_gap_ev": 10.1, "homo_energy_ev": -9.12}

[2]
{"formula": "C15H29N3RuS4", "method": "the ωB97M-V functional and the def2-TZVPD basis", "elements": ["Ru", "C", "C", "S", "C", "C", "S", "C", "C", "S", "C", "C", "S", "H", "H", "H", "H", "H", "H", "H", "H", "H", "H", "H", "H", "H", "H", "H", "H", "C", "C", "N", "C", "N", "C", "C", "C", "N", "C", "H", "H", "H", "H", "H", "H", "H", "H", "H", "H", "H", "H", "H"], "positions_angstrom": [[-0.16252, 0.07638, -0.12240], [0.84178, 1.14939, 2.98938], [1.23538, -0.30437, 2.78845], [-0.16386, -1.12232, 1.92869], [0.31128, -2.80794, 1.38778], [-0.73236, -3.27511, 0.38659], [-1.01774, -2.07297, -0.98898], [-2.83738, -1.81859, -0.90104], [-3.30758, -0.97257, 0.26929], [-2.69299, 0.74376, 0.07193], [-2.50754, 1.42637, 1.76803], [-1.43227, 2.50006, 1.80017], [0.28032, 1.94460, 1.41922], [1.70722, 1.72402, 3.33563], [0.04896, 1.26229, 3.73019], [1.38394, -0.79150, 3.75684], [2.14390, -0.41407, 2.18828], [0.29940, -3.46624, 2.26433], [1.32326, -2.78813, 0.97427], [-1.69556, -3.46401, 0.86512], [-0.40427, -4.20858, -0.08317], [-3.29159, -2.81291, -0.86677], [-3.11264, -1.36438, -1.85814], [-2.99092, -1.37272, 1.23607], [-4.40163, -0.92642, 0.25882], [-2.31629, 0.61180, 2.47198], [-3.46832, 1.88738, 2.02554], [-1.40371, 2.96634, 2.78925], [-1.64034, 3.29199, 1.07475], [3.13553, -0.72294, -4.60194], [3.36156, -0.94173, -3.11652], [2.27633, -0.36457, -2.36446], [1.41640, 0.57605, -2.80125], [0.45697, 0.96077, -1.95184], [-0.31465, 2.13786, -2.30509], [-0.59686, 2.18379, -3.80936], [0.71758, 2.11480, -4.56266], [1.59634, 1.10968, -4.04210], [2.73927, 0.72884, -4.84066], [2.35857, -1.39872, -4.97107], [4.04933, -0.95046, -5.15339], [4.31330, -0.47781, -2.79880], [3.45583, -2.00587, -2.86543], [2.18550, -0.62092, -1.37889], [0.24707, 3.03933, -2.01039], [-1.25703, 2.13975, -1.74331], [-1.13156, 3.10063, -4.05890], [-1.23706, 1.34341, -4.09092], [1.22976, 3.09333, -4.53624], [0.53711, 1.92817, -5.62936], [3.59497, 1.38146, -4.59562], [2.52573, 0.90484, -5.89906]], "atomic_forces_ev_per_a": [[-0.725, 0.211, -0.227], [0.056, 0.022, -0.009], [0.192, -0.156, 0.035], [0.181, 0.132, -0.366], [0.182, -0.065, 0.095], [0.029, -0.090, -0.047], [0.059, 0.697, 0.647], [-0.053, 0.094, -0.160], [-0.204, 0.083, 0.145], [0.990, -0.351, 0.242], [-0.361, -0.067, 0.088], [-0.098, 0.111, -0.087], [-0.447, -0.676, -0.302], [-0.098, -0.063, -0.055], [-0.040, 0.010, -0.078], [-0.017, -0.022, -0.078], [-0.144, -0.014, 0.108], [0.042, 0.116, -0.071], [-0.124, 0.016, 0.063], [0.033, 0.056, -0.051], [-0.042, 0.112, 0.076], [0.043, 0.034, -0.042], [0.054, -0.116, 0.049], [-0.038, 0.094, -0.059], [0.098, -0.042, 0.016], [-0.063, 0.075, -0.105], [0.142, -0.055, 0.040], [0.058, 0.029, -0.073], [0.090, -0.014, 0.075], [-0.193, -0.261, 0.239], [1.170, -0.498, -0.431], [-0.555, 0.637, -0.313], [-0.277, -1.232, 3.052], [0.407, -0.704, -0.116], [-0.498, 1.133, -0.399], [-0.102, -0.199, 0.587], [-1.128, 0.459, -0.243], [0.539, 0.505, -1.164], [0.713, -0.614, -0.687], [0.015, 0.083, -0.043], [-0.064, 0.107, 0.004], [-0.275, 0.006, 0.016], [-0.160, 0.212, -0.083], [0.069, 0.170, -0.458], [-0.140, -0.163, 0.038], [0.266, 0.010, -0.235], [0.107, -0.022, -0.078], [0.027, 0.038, -0.061], [0.298, -0.092, 0.064], [0.306, -0.116, 0.037], [-0.145, 0.215, 0.210], [-0.175, 0.166, 0.191]], "total_charge": 4, "homo_lumo_gap_ev": [7.6, 5.4], "spin_multiplicity": 5, "homo_energy_ev": [-21.42, -21.93]}

[3]
{"formula": "C5H8O", "method": "the ωB97M-V functional and the def2-TZVPD basis", "elements": ["C", "C", "C", "H", "H", "H", "H", "C", "C", "O", "H", "H", "H", "H"], "positions_angstrom": [[-0.46152, -0.99647, -0.44680], [-1.60673, -0.72478, -0.20794], [-3.03371, -0.43650, -0.14316], [0.57728, -1.29818, -0.68521], [-3.25883, 0.27775, 0.64097], [-3.40683, -0.04441, -1.09262], [-3.60785, -1.36086, 0.03398], [2.04392, 0.33767, 0.84097], [2.21250, 1.05730, -0.50436], [2.28376, 0.53973, -1.57968], [1.04545, 0.51991, 1.23528], [2.76873, 0.68745, 1.60121], [2.21794, -0.73910, 0.73107], [2.22588, 2.18048, -0.42371]], "atomic_forces_ev_per_a": [[1.134, -0.565, -0.224], [0.195, -0.112, -0.588], [-0.400, -0.418, 0.024], [-1.494, 0.508, 0.310], [-0.115, 0.076, 0.125], [0.223, 0.105, 0.063], [0.255, 0.314, 0.133], [0.883, -0.125, -0.236], [-0.237, 0.695, 1.223], [0.093, -0.430, -0.152], [-0.068, 0.011, -0.079], [-0.283, 0.175, -0.509], [-0.213, 0.235, -0.064], [0.028, -0.469, -0.026]], "smiles": "C#CC.CC=O", "homo_lumo_gap_ev": 10.9, "homo_energy_ev": -9.92}

[4]
{"formula": "C43H51F4N2O8STi", "method": "the ωB97M-V functional and the def2-TZVPD basis", "elements": ["Ti", "C", "C", "C", "C", "C", "C", "C", "N", "C", "C", "C", "C", "C", "C", "O", "C", "C", "C", "C", "C", "C", "C", "C", "C", "O", "C", "C", "C", "C", "C", "C", "H", "H", "H", "H", "H", "H", "H", "H", "H", "H", "H", "H", "H", "H", "H", "H", "H", "H", "H", "H", "H", "H", "H", "H", "H", "H", "H", "H", "H", "H", "H", "H", "H", "H", "H", "H", "H", "H", "H", "H", "C", "C", "C", "C", "C", "C", "C", "F", "C", "C", "C", "O", "C", "C", "N", "C", "C", "O", "O", "H", "H", "H", "H", "H", "H", "H", "H", "H", "H", "H", "F", "C", "F", "F", "S", "O", "O", "O"], "positions_angstrom": [[-8.64901, -9.25663, 17.38271], [-2.37704, -4.82129, 16.83192], [-3.87974, -4.38183, 17.06411], [-3.97050, -3.83038, 18.51285], [-4.45054, -3.42919, 16.00198], [-4.74960, -5.62934, 16.94237], [-5.70454, -5.92720, 17.82257], [-6.61150, -6.99609, 17.52368], [-7.46135, -7.55755, 18.33375], [-7.77712, -7.37815, 19.68998], [-7.35674, -6.38329, 20.59755], [-7.79125, -6.42216, 21.89568], [-8.62451, -7.47077, 22.24560], [-9.14586, -8.42691, 21.41584], [-8.71604, -8.37425, 20.07585], [-9.19066, -9.14165, 19.10491], [-10.06852, -9.53239, 21.90949], [-11.30276, -9.70425, 20.95172], [-9.17229, -10.81672, 21.97047], [-10.62419, -9.27880, 23.31578], [-7.17816, -5.48319, 22.95581], [-5.84627, -6.00223, 23.47405], [-8.09138, -5.26358, 24.20953], [-7.07888, -4.08963, 22.32692], [-6.49267, -7.70033, 16.24155], [-7.42298, -8.53289, 15.93956], [-5.40323, -7.40432, 15.36710], [-4.58709, -6.42200, 15.77908], [-5.14078, -8.23718, 14.09127], [-6.34583, -7.90840, 13.15547], [-5.10676, -9.72193, 14.41179], [-3.81686, -7.83573, 13.44454], [-1.72299, -3.95331, 16.75448], [-2.17543, -5.31675, 15.89616], [-2.09129, -5.48814, 17.65663], [-3.23839, -3.03950, 18.67158], [-3.71971, -4.60745, 19.25936], [-4.98769, -3.44734, 18.67680], [-3.90238, -2.49967, 16.06547], [-5.49989, -3.20812, 16.28485], [-4.41903, -3.86969, 15.01045], [-5.79996, -5.48415, 18.80975], [-6.69371, -5.59316, 20.30814], [-9.05093, -7.54776, 23.25092], [-11.02573, -9.91079, 19.90634], [-11.87195, -8.76331, 20.97337], [-11.88695, -10.55970, 21.19543], [-8.58295, -10.98816, 21.02541], [-9.75637, -11.72528, 22.10298], [-8.44612, -10.71692, 22.77165], [-10.98152, -8.28201, 23.46186], [-9.86308, -9.48404, 24.07104], [-11.39389, -9.98460, 23.50866], [-5.92907, -6.76316, 24.21594], [-5.33358, -5.24204, 24.05768], [-5.13937, -6.47585, 22.67851], [-8.18114, -6.17600, 24.73026], [-9.06953, -4.77974, 23.94340], [-7.60139, -4.54369, 24.91767], [-6.18462, -4.02828, 21.68235], [-6.87869, -3.39814, 23.10401], [-7.98978, -3.73048, 21.88690], [-3.69460, -6.22987, 15.11181], [-7.32897, -8.09787, 13.63841], [-6.38961, -8.46626, 12.19737], [-6.36190, -6.87621, 12.92076], [-6.03950, -10.02789, 14.92234], [-4.24685, -9.94255, 15.05596], [-5.09781, -10.25345, 13.50927], [-3.74841, -6.75263, 13.21794], [-3.62771, -8.51095, 12.62869], [-3.08259, -8.02575, 14.16313], [-7.18459, -15.87968, 20.49134], [-7.45610, -14.58794, 21.18369], [-6.53369, -14.35651, 22.37670], [-5.09000, -14.28298, 22.00710], [-4.97660, -13.16850, 20.98018], [-3.77405, -12.58579, 20.73918], [-3.62579, -11.65462, 19.71350], [-2.41479, -11.18268, 19.52650], [-4.66193, -11.23019, 18.96938], [-5.93801, -11.80134, 19.24326], [-7.03211, -11.39979, 18.45879], [-6.94793, -10.33709, 17.77082], [-8.19726, -12.19467, 18.51410], [-8.25235, -13.20823, 19.41127], [-7.26497, -13.48569, 20.24896], [-6.04271, -12.78620, 20.18676], [-9.45805, -11.98525, 17.71373], [-10.42270, -12.68490, 17.76237], [-9.37021, -10.85200, 17.04545], [-7.41791, -16.57880, 21.22873], [-6.14138, -15.91562, 20.23807], [-7.84356, -15.98649, 19.59814], [-8.46126, -14.57133, 21.52073], [-6.81498, -15.18729, 23.03658], [-6.77473, -13.45653, 22.85937], [-4.84576, -15.26598, 21.56820], [-4.46328, -14.08518, 22.83659], [-2.84258, -12.76556, 21.34465], [-4.55245, -10.47542, 18.19301], [-9.14980, -13.80700, 19.51755], [-10.04762, -6.01831, 15.05739], [-11.23704, -6.01603, 15.72388], [-11.62471, -4.80965, 15.98092], [-12.15537, -6.59034, 14.96687], [-10.93263, -6.97539, 17.27918], [-10.10053, -6.18294, 18.10753], [-12.23963, -7.38334, 17.74197], [-10.08964, -8.12506, 16.70781]], "atomic_forces_ev_per_a": [[0.297, 1.598, -0.566], [-0.767, 0.683, 0.184], [1.031, -1.366, 0.585], [-0.060, -0.100, -0.559], [-0.285, 0.129, 1.185], [0.559, 1.373, 0.547], [-0.648, -0.461, 1.001], [0.334, -0.237, 0.979], [-0.269, -0.057, 0.393], [-0.056, -0.058, -1.173], [0.086, -0.261, -0.372], [1.040, -0.075, 0.660], [-1.427, -0.414, 1.410], [-0.136, -0.497, -0.972], [0.220, 1.052, 0.373], [0.313, -0.750, 0.456], [-0.229, -0.781, -0.597], [1.319, 0.747, -0.630], [0.163, 0.124, -1.260], [1.327, -0.386, -0.158], [-1.565, 0.775, 0.140], [1.642, -0.552, -1.363], [0.211, 1.576, -0.760], [1.592, -0.460, -0.104], [-1.805, -0.635, -0.763], [0.808, 0.514, 0.775], [0.242, -1.150, -0.431], [1.439, -0.046, -1.926], [-1.348, 0.990, -0.241], [-0.765, -1.245, 0.116], [-0.777, 0.593, 1.736], [-1.281, 0.623, 0.008], [-0.019, 0.154, 0.563], [-0.258, -0.411, -0.324], [0.172, 0.296, -0.235], [-0.159, 0.199, -0.148], [-0.277, 0.218, -0.395], [0.351, 0.035, 0.247], [0.189, 0.315, -0.393], [0.454, -0.106, -0.364], [0.067, 0.150, -0.160], [0.165, 0.216, -0.692], [0.093, 0.074, -0.118], [0.654, 0.370, -0.145], [0.042, 0.373, 0.486], [-0.125, -0.474, -0.030], [-0.696, -0.475, 0.816], [-0.615, 0.405, 0.723], [-0.223, -0.020, 0.277], [0.062, -0.046, 0.204], [-0.461, 0.612, -0.014], [0.114, 0.205, 0.075], [-0.893, -0.508, 0.119], [-0.662, -0.984, 0.420], [0.270, 0.473, -0.432], [-1.174, 1.207, 1.109], [-0.626, -1.038, 0.731], [0.726, -0.793, 0.195], [-0.202, -0.629, -0.713], [-0.614, 0.140, -0.258], [0.366, 0.765, 0.927], [-0.370, -0.200, -0.659], [-1.264, 0.006, 1.108], [0.724, -0.078, -0.135], [0.482, 0.132, 0.563], [0.200, 1.191, -0.354], [0.599, 0.107, -0.124], [-0.112, -0.231, -0.248], [0.440, -0.954, -1.300], [-0.180, -0.748, -0.509], [0.082, 0.199, -0.695], [1.563, -0.346, 1.114], [-0.559, 0.842, -1.213], [1.466, 0.833, 0.085], [-1.041, -1.645, 0.306], [-0.838, -0.489, -1.675], [1.233, -1.224, 0.896], [1.622, 0.322, 0.723], [-0.249, -0.302, 0.520], [1.066, 0.553, -0.337], [-1.061, 0.419, -0.276], [2.208, 0.726, -0.645], [-1.630, 0.040, -0.424], [-0.041, 0.794, -0.253], [-0.586, -0.041, -0.570], [0.256, -0.532, 0.774], [0.214, 0.781, -0.119], [-2.065, -1.358, -0.077], [0.858, 0.263, 0.958], [-0.004, -0.295, -0.157], [-0.899, -0.215, -1.179], [-0.270, -1.856, 0.787], [0.334, -0.397, -0.474], [0.625, -0.156, 0.631], [-1.040, 0.254, 0.303], [0.578, 0.224, 0.267], [-0.769, 1.296, 0.788], [0.564, 0.540, 0.111], [0.653, 0.100, 0.823], [-1.216, -0.174, -0.607], [-0.042, -0.216, 0.214], [-0.015, 0.041, -0.128], [-0.681, 0.433, 0.104], [1.011, -1.417, -0.408], [0.007, 1.244, 0.380], [0.071, -0.337, -0.113], [-1.673, -1.112, -0.261], [0.577, 0.875, 0.696], [1.448, 0.155, -0.449], [-0.201, -0.014, 0.092]], "total_charge": 1, "homo_lumo_gap_ev": [5.9, 5.9], "homo_energy_ev": [-11.09, -11.09]}